A structure of composition C2HCl4OP at a distorted geometry. Source: OMol25; level of theory: wB97M-V/def2-TZVPD.

Last column: natural (NBO) charge in e.
Element x y z (Å)
C 0.15 0.85 -0.82  -0.641
C 1.56 -0.14 0.25  -0.082
O -1.18 -1.67 -0.74  -1.043
P -1.13 -0.29 -0.28  1.731
Cl 2.75 0.69 0.98  0.227
Cl 1.61 -1.83 0.05  0.198
Cl -1.22 -0.02 1.72  -0.286
Cl -2.87 0.68 -0.96  -0.299
H 0.33 1.74 -0.20  0.197

Values from the calculation:
**Frontier orbital gap (alpha / beta)**: 7.0 / 7.0 eV
**Maximum force**: 0.105 Eh/bohr
**Total charge**: 0
**E**: -63513.1596 eV
**Relative energy (zero: lowest compared OMol25 entry of this formula, charge and spin)**: 99.59 kcal per mole
**Spin multiplicity**: 1



An isolated molecule of C19H32N2OS. Source: OMol25; level of theory: wB97M-V/def2-TZVPD.

Last column: natural (NBO) charge in e.
Element x y z (Å)
C 3.05 -1.39 -5.94  -0.605
C 1.68 -0.73 -6.10  -0.394
C 1.07 -0.29 -4.77  -0.398
H 0.24 0.38 -4.97  0.200
H 1.80 0.25 -4.18  0.200
C 0.56 -1.47 -3.93  -0.211
N 0.15 -1.04 -2.61  -0.472
C -1.17 -0.44 -2.53  -0.216
C -2.35 -1.40 -2.65  -0.634
H -2.34 -1.92 -3.61  0.197
H -2.33 -2.15 -1.86  0.200
H -3.28 -0.84 -2.58  0.213
H -1.22 0.09 -1.57  0.225
H -1.23 0.32 -3.32  0.189
C 0.46 -1.98 -1.55  -0.214
H -0.23 -1.81 -0.72  0.200
C 1.89 -1.75 -1.05  -0.403
C 2.00 -0.41 -0.33  -0.238
N 1.33 -0.45 0.95  -0.606
C 0.18 0.21 1.21  0.671
O -0.33 1.00 0.43  -0.635
C -0.40 -0.09 2.55  -0.163
C -0.38 -1.33 3.11  -0.408
S -1.15 -1.37 4.64  0.447
C -1.52 0.32 4.54  -0.167
C -1.07 0.86 3.37  -0.038
C -1.25 2.31 3.04  -0.441
H -0.85 2.48 2.04  0.254
C -0.55 3.23 4.05  -0.386
C -1.32 3.40 5.36  -0.394
C -1.37 2.15 6.24  -0.385
H -0.36 1.78 6.42  0.201
H -1.80 2.43 7.21  0.206
C -2.22 1.02 5.65  -0.443
H -2.45 0.29 6.43  0.219
H -3.16 1.43 5.28  0.216
H -2.34 3.72 5.14  0.192
H -0.84 4.19 5.94  0.207
H -0.44 4.21 3.59  0.208
H 0.45 2.84 4.26  0.198
H -2.31 2.55 3.01  0.209
H 0.01 -2.25 2.71  0.231
H 1.68 -1.09 1.64  0.394
H 1.50 0.36 -0.93  0.248
H 3.05 -0.14 -0.18  0.193
H 2.57 -1.75 -1.90  0.207
H 2.18 -2.56 -0.38  0.191
H 0.34 -3.03 -1.87  0.176
H -0.26 -1.98 -4.48  0.169
H 1.36 -2.19 -3.81  0.190
H 1.00 -1.42 -6.60  0.193
H 1.80 0.15 -6.74  0.201
H 3.47 -1.64 -6.91  0.209
H 2.97 -2.31 -5.36  0.197
H 3.73 -0.72 -5.42  0.200

Values from the calculation:
**Frontier orbital gap**: 8.6 eV
**Maximum force**: 0.014 Eh/bohr
**Total charge**: 0
**E**: -36086.1324 eV
**Relative energy (zero: lowest compared OMol25 entry of this formula, charge and spin)**: 3.44 kcal per mole
**Spin multiplicity**: 1



A structure of composition C45H69CsNO5P2SSi at a distorted geometry. Source: OMol25; level of theory: wB97M-V/def2-TZVPD.

Last column: Löwdin charge in e.
Element x y z (Å)
Cs -2.24 -1.29 1.09  0.947
C 2.24 3.72 -5.12  -0.142
C 0.97 4.09 -4.36  -0.589
C -0.01 4.78 -5.32  -0.122
P 0.31 2.79 -3.32  1.085
C -0.09 3.56 -1.66  -0.530
C 0.81 2.93 -0.60  -0.140
C -0.13 5.11 -1.63  -0.126
C -1.35 2.36 -3.91  -0.316
C -2.39 3.26 -3.78  -0.137
C -3.70 2.85 -4.10  -0.136
C -3.94 1.57 -4.60  -0.127
C -2.86 0.74 -4.94  -0.069
C -1.53 1.06 -4.60  -0.289
N -0.40 0.34 -4.82  0.005
C -0.31 -0.68 -5.67  -0.337
C -0.88 -0.70 -7.00  -0.046
C -0.39 -1.63 -7.91  -0.122
C 0.72 -2.47 -7.61  -0.121
C 1.27 -2.45 -6.31  -0.140
C 0.65 -1.72 -5.32  -0.321
P 0.94 -1.76 -3.50  1.095
C 2.75 -1.42 -3.20  -0.545
C 2.77 0.01 -2.62  -0.168
C 3.61 -1.53 -4.43  -0.147
C 0.57 -3.56 -3.12  -0.578
C 1.52 -4.64 -3.64  -0.128
C -0.84 -3.89 -3.62  -0.143
H 2.54 4.50 -5.81  0.062
H 3.07 3.44 -4.49  0.059
H 2.07 2.83 -5.73  0.074
H 1.32 4.88 -3.66  0.087
H -0.70 4.05 -5.77  0.076
H -0.58 5.60 -4.81  0.075
H 0.48 5.38 -6.09  0.059
H -1.10 3.19 -1.44  0.093
H 1.78 2.70 -1.05  0.047
H 1.03 3.66 0.18  0.066
H 0.41 2.00 -0.15  0.061
H 0.84 5.59 -1.84  0.067
H -0.86 5.47 -2.33  0.041
H -0.42 5.55 -0.68  0.063
H -2.17 4.23 -3.42  0.070
H -4.50 3.55 -3.99  0.063
H -4.96 1.15 -4.65  0.092
H -3.04 -0.25 -5.35  0.092
H -1.57 0.10 -7.27  0.098
H -0.86 -1.76 -8.86  0.077
H 1.21 -3.04 -8.36  0.062
H 1.97 -3.21 -5.98  0.076
H 3.11 -2.10 -2.41  0.099
H 2.02 0.66 -2.99  -0.031
H 2.83 -0.01 -1.52  0.076
H 3.67 0.55 -2.90  0.060
H 3.32 -0.86 -5.23  0.076
H 4.68 -1.37 -4.17  0.079
H 3.55 -2.55 -4.84  0.049
H 0.56 -3.52 -2.05  0.056
H 2.56 -4.47 -3.50  0.044
H 1.40 -5.56 -3.03  0.072
H 1.30 -4.83 -4.70  0.071
H -0.84 -4.01 -4.68  0.055
H -1.16 -4.87 -3.17  0.079
H -1.57 -3.13 -3.26  0.069
O -0.40 1.00 1.95  -0.215
H -0.19 1.86 2.34  0.045
H 0.05 0.34 2.57  -0.013
O 0.34 -2.70 1.92  -0.323
H 0.63 -1.85 2.46  -0.015
H 1.22 -3.02 1.54  0.069
O -1.41 -5.05 1.57  -0.001
C -0.69 -4.70 0.72  0.025
C -6.37 -2.50 1.52  -0.158
C -5.76 -1.96 2.80  -0.344
S -5.74 -0.04 3.09  0.948
O -4.33 0.43 2.71  -0.660
C -6.76 0.56 1.70  -0.422
C -6.40 1.96 1.27  -0.151
H -6.37 -3.61 1.53  0.089
H -5.80 -2.26 0.63  0.063
H -7.39 -2.20 1.28  0.076
H -4.74 -2.27 3.00  0.058
H -6.40 -2.25 3.65  0.075
H -7.78 0.61 2.08  0.078
H -6.82 -0.12 0.82  0.083
H -7.34 2.53 1.00  0.091
H -5.87 1.95 0.28  0.092
H -5.85 2.57 2.01  0.075
C -0.41 -2.04 6.00  -0.130
C 1.10 -1.95 6.17  -0.573
C 1.66 -3.30 5.63  -0.098
C 1.41 -1.62 7.66  -0.082
Si 1.65 -0.57 4.86  0.444
O 0.91 -0.82 3.52  -0.325
C 3.54 -0.67 4.59  -0.209
C 4.51 -1.36 5.39  -0.082
C 5.82 -1.55 4.89  -0.110
C 6.30 -0.92 3.74  -0.113
C 5.37 -0.17 3.04  -0.096
C 4.04 -0.01 3.48  -0.102
C 1.33 1.10 5.73  -0.194
C 0.00 1.36 6.09  -0.108
C -0.35 2.46 6.90  -0.099
C 0.61 3.33 7.35  -0.112
C 1.95 3.08 7.02  -0.109
C 2.33 1.99 6.22  -0.081
H -0.80 -2.82 6.67  0.085
H -0.73 -2.38 5.04  0.059
H -0.90 -1.08 6.22  0.057
H 1.38 -4.12 6.42  0.103
H 2.76 -3.27 5.45  0.059
H 1.21 -3.61 4.69  0.062
H 1.18 -2.49 8.33  0.080
H 0.79 -0.81 7.96  0.049
H 2.46 -1.23 7.79  0.077
H 4.31 -1.63 6.42  0.087
H 6.50 -2.23 5.39  0.088
H 7.33 -1.02 3.41  0.096
H 5.73 0.31 2.13  0.095
H 3.34 0.61 2.92  0.105
H -0.80 0.80 5.61  0.093
H -1.37 2.54 7.22  0.091
H 0.40 4.20 7.98  0.101
H 2.79 3.71 7.34  0.097
H 3.38 1.93 5.89  0.103

Values from the calculation:
**Frontier orbital gap**: 4.3 eV
**Maximum force**: 0.070 Eh/bohr
**Total charge**: -1
**E**: -97350.6678 eV
**Relative energy (zero: lowest compared OMol25 entry of this formula, charge and spin)**: 29.20 kcal per mole
**Spin multiplicity**: 1